(1)
The following is a quantum chemistry calculation of a molecular structure, C42H29Cl3N11O2S2Zr in a non-equilibrium geometry, from the Open Molecules 2025 dataset.

Calculated values
ΔE to the lowest compared entry with this formula, charge and spin: 37.5 kcal/mol
Energy: -125033.4107 eV
Orbital gap (alpha / beta): 4.61 / 4.60 eV
Largest force on an atom: 0.0323 hartree/bohr
HOMO (alpha / beta): -3.2217 / -3.2162 eV

```
! RIJCOSX wB97M-V def2-TZVPD def2/J DEFGRID3
* xyz -1 1
Zr 0.22196 0.27208 0.28154
C -2.27562 -4.45667 4.10981
C -1.55995 -3.78261 5.12354
C -1.01935 -2.53473 4.90693
C -1.18525 -1.95527 3.64384
C -0.75956 -0.71784 3.07777
N -0.06698 0.19893 3.74852
C 0.36154 1.31778 3.23759
C 1.11939 2.29567 3.98121
C 1.55282 2.34907 5.30380
C 2.26998 3.46135 5.70228
C 2.56061 4.50469 4.80588
C 2.13814 4.45019 3.49105
C 1.41355 3.33318 3.08795
C 0.82528 2.96418 1.81107
N 0.89770 3.75491 0.72918
C 0.33776 3.40503 -0.40744
N -0.27943 2.23554 -0.71664
C -0.71171 2.30999 -2.04769
N -1.63048 1.52569 -2.61698
C -2.04165 0.41623 -2.07776
N -1.65760 -0.16889 -0.89662
C -2.44992 -1.28517 -0.70750
N -2.51501 -2.06618 0.32179
C -1.86692 -1.77567 1.47699
N -1.18355 -0.64671 1.75797
C -1.90955 -2.62023 2.63838
C -2.46172 -3.88208 2.87131
C -3.33058 -1.46778 -1.87101
C -4.32498 -2.39053 -2.14514
C -5.07001 -2.21239 -3.30376
C -4.82674 -1.13048 -4.15352
C -3.83195 -0.20428 -3.86788
C -3.08928 -0.39480 -2.71633
C -0.39042 3.64714 -2.56665
C -0.64462 4.26527 -3.78096
C -0.16963 5.55315 -3.95995
C 0.53931 6.21568 -2.94892
C 0.76721 5.60332 -1.72850
C 0.28811 4.31328 -1.55406
N 0.20252 1.77594 1.92476
H -2.67659 -5.44370 4.30941
H -1.44263 -4.25710 6.09101
H -0.47910 -2.00971 5.68613
H 1.33805 1.53476 5.98570
H 2.61532 3.53545 6.72707
H 3.12357 5.36161 5.15525
H 2.36716 5.24139 2.78746
H -3.01074 -4.40045 2.09392
H -4.51159 -3.21591 -1.46771
H -5.85870 -2.91404 -3.54770
H -5.43237 -1.00983 -5.04405
H -3.63739 0.64110 -4.51594
H -1.18349 3.74207 -4.56101
H -0.34124 6.05738 -4.90362
H 0.91429 7.21634 -3.12675
H 1.29758 6.10146 -0.92574
C 1.89777 -5.11133 1.82297
C 1.26893 -3.85987 1.27944
N 0.21009 -3.83778 0.58497
O -0.32289 -5.08194 0.33312
C 1.90203 -2.53177 1.54734
C 3.18798 -2.46703 2.30867
N 1.32322 -1.47562 1.13047
O 1.88542 -0.27407 1.37322
H 1.17030 -5.91885 1.79058
H 2.22778 -4.96230 2.85127
H 2.76474 -5.40376 1.22428
H -1.13501 -4.83511 -0.12197
H 3.94545 -3.09220 1.83112
H 3.04282 -2.82154 3.33147
H 3.53516 -1.43889 2.33968
C -0.04938 -2.45507 -4.08320
C 0.41910 -1.22209 -3.33021
S 0.87685 -1.54293 -1.68828
C 0.43210 -0.01860 -3.98257
C -0.13316 0.07222 -5.39401
S 1.12881 1.43747 -3.38573
H 0.06041 -3.33496 -3.45171
H 0.53380 -2.60192 -4.99764
H -1.10312 -2.37202 -4.37139
H 0.59068 -0.29908 -6.12832
H -0.35586 1.10899 -5.63585
H -1.05105 -0.51363 -5.50071
Cl 5.40146 1.00149 -1.93735
C 4.40748 2.19974 -1.08512
Cl 5.30926 2.87126 0.28608
Cl 3.96711 3.52410 -2.18751
C 3.18565 1.53058 -0.63466
N 2.15050 1.06973 -0.82769
*
```

=====

(2)
The following is a quantum chemistry calculation of a molecular structure, C49H46NO4PbS6Sb2, from the Open Molecules 2025 dataset.

Calculated values
ΔE to the lowest compared entry with this formula, charge and spin: 0.0 kcal/mol
Energy: -144576.0011 eV
Orbital gap: 6.92 eV
Largest force on an atom: 0.0079 hartree/bohr
HOMO: -5.0669 eV

```
! RIJCOSX wB97M-V def2-TZVPD def2/J DEFGRID3
* xyz -1 1
Pb -0.91078 0.29812 0.03488
C -3.08223 4.40470 -0.42561
C -2.65665 4.82649 -1.67774
C -1.98546 3.94321 -2.49952
C -1.73098 2.64114 -2.06293
N -2.08851 2.27486 -0.82342
C -2.75947 3.12117 -0.04013
C -1.10707 1.59834 -2.91010
C -1.04023 1.76641 -4.29598
C -0.55763 0.74857 -5.09833
C -0.15954 -0.45096 -4.51957
C -0.22530 -0.60733 -3.14367
C -0.67809 0.40947 -2.30429
H -3.62573 5.05645 0.24437
H -2.85157 5.83822 -2.01274
H -1.64721 4.25681 -3.47626
H -3.05866 2.74246 0.92811
H -1.40434 2.67428 -4.76294
H -0.51128 0.87589 -6.17346
H 0.20138 -1.26165 -5.14260
H 0.07029 -1.55953 -2.71726
C 1.09290 -3.05882 -0.60655
C 0.61208 -3.73461 0.68916
C 0.55967 -2.84342 1.93463
Sb 2.19555 -1.84578 3.01790
C 3.65012 -3.45563 3.21425
C 4.65948 -3.21452 4.15007
C 5.64736 -4.15582 4.40778
C 5.63321 -5.37531 3.74330
C 4.63023 -5.64052 2.82239
C 3.65119 -4.68703 2.56164
C 3.36686 -0.70781 1.58801
C 4.62826 -1.10175 1.14026
C 5.41559 -0.23526 0.38838
C 4.96713 1.04652 0.09798
C 3.72852 1.46244 0.56478
C 2.93602 0.59024 1.29948
Sb 3.17193 -3.49137 -1.06163
C 2.64572 -4.99870 -2.52360
C 1.81659 -4.71886 -3.61014
C 1.46483 -5.71780 -4.50706
C 1.93986 -7.01211 -4.33164
C 2.76724 -7.30323 -3.25623
C 3.11570 -6.29959 -2.35887
C 3.48730 -1.93815 -2.51844
C 3.13827 -0.62297 -2.23463
C 3.39724 0.39725 -3.14146
C 4.00086 0.10825 -4.35547
C 4.36059 -1.20149 -4.65113
C 4.11486 -2.21483 -3.73425
H 0.90688 -1.98040 -0.57028
H 0.52389 -3.43822 -1.45573
H 1.18587 -4.64493 0.87653
H -0.41821 -4.06881 0.52561
H 0.12528 -3.41536 2.76044
H -0.15808 -2.04807 1.71914
H 4.67443 -2.26845 4.68429
H 6.42707 -3.93974 5.12886
H 6.39484 -6.11805 3.94984
H 4.60931 -6.58936 2.29840
H 2.88334 -4.91828 1.83806
H 5.00757 -2.08728 1.38051
H 6.38459 -0.56650 0.03295
H 5.58234 1.72115 -0.48565
H 3.37482 2.46775 0.36418
H 1.97894 0.94280 1.67647
H 1.44329 -3.71032 -3.75850
H 0.81436 -5.48972 -5.34382
H 1.66329 -7.79155 -5.03056
H 3.14198 -8.31057 -3.11828
H 3.76121 -6.53364 -1.51760
H 2.66276 -0.37653 -1.29242
H 3.11069 1.41470 -2.90191
H 4.18468 0.89918 -5.07302
H 4.83281 -1.43259 -5.59906
H 4.41082 -3.23196 -3.97041
C -0.61191 6.44210 1.80193
S -0.21190 5.96329 3.50548
C -1.34502 4.64609 3.72941
C -1.27657 3.43194 3.12885
S -0.09172 2.87590 2.01404
S -2.62238 2.36772 3.57324
C -3.47512 3.42121 4.65533
S -4.86393 3.00268 5.42713
S -2.69803 4.94880 4.80573
H 0.08569 7.23533 1.53305
H -1.63450 6.81272 1.74799
H -0.47133 5.58088 1.14978
O -0.14291 0.01770 3.66343
H 0.00885 0.93496 3.34578
H -1.10104 -0.08780 3.69312
C -5.35838 2.40069 -4.89952
C -4.88671 1.31697 -3.96427
C -4.17900 0.21712 -4.43497
C -3.71193 -0.75767 -3.56321
C -3.95865 -0.63151 -2.20759
C -4.68827 0.44575 -1.71902
C -5.14879 1.41132 -2.59708
S -3.35627 -1.86229 -1.07318
O -2.31963 -2.60002 -1.75934
O -4.50784 -2.60978 -0.63530
O -2.78317 -1.05595 0.06462
H -5.02243 2.21352 -5.91983
H -4.97227 3.37310 -4.58532
H -6.44840 2.46774 -4.90552
H -3.97191 0.12926 -5.49630
H -3.13680 -1.60501 -3.91718
H -4.87930 0.51809 -0.65419
H -5.71066 2.26033 -2.22045
*
```

=====

(3)
The following is a quantum chemistry calculation of 3 unconnected molecules or ions with the total composition C3H14NO2 in a non-equilibrium geometry, from the Open Molecules 2025 dataset.

Calculated values
ΔE to the lowest compared entry with this formula, charge and spin: 8.7 kcal/mol
Energy: -8917.4084 eV
Orbital gap: 12.69 eV
Largest force on an atom: 0.0398 hartree/bohr
HOMO: -15.6336 eV

```
! RIJCOSX wB97M-V def2-TZVPD def2/J DEFGRID3
* xyz 1 1
C -0.82951 0.18492 0.34940
C -0.25917 -0.02274 -1.07124
C -1.30221 -0.67810 -1.95194
N 0.29727 0.09684 1.36761
H -1.27101 1.16988 0.46435
H -1.49376 -0.62054 0.60673
H 0.69783 -0.52089 -0.98280
H -0.05958 0.98927 -1.43511
H -1.56601 -1.68427 -1.64255
H -2.22141 -0.09644 -1.94631
H -0.96709 -0.70456 -2.98518
H 0.86808 -0.70566 1.06775
H 0.90071 0.90010 1.16096
H 0.03551 0.07654 2.34642
H -0.00201 3.34989 -0.39182
H 0.97568 3.69386 0.72641
O 0.34488 3.01723 0.44585
H 2.69187 -2.55087 1.42568
H 1.41968 -3.39474 1.14746
O 1.74023 -2.49972 1.29833
*
```

=====

(4)
The following is a quantum chemistry calculation of a molecular structure, C46H39GaN6O2S5 in a non-equilibrium geometry, from the Open Molecules 2025 dataset.

Calculated values
ΔE to the lowest compared entry with this formula, charge and spin: 7.5 kcal/mol
Energy: -167901.3804 eV
Orbital gap: 6.08 eV
Largest force on an atom: 0.0938 hartree/bohr
HOMO: -11.3017 eV

```
! RIJCOSX wB97M-V def2-TZVPD def2/J DEFGRID3
* xyz 2 1
Ga -18.85755 -4.38525 12.58289
O -23.91496 -6.56656 13.57003
C -24.09728 -5.32774 13.05635
C -25.33858 -4.95071 12.49701
C -25.55879 -3.65119 12.03454
C -24.56039 -2.70136 12.26607
C -23.34783 -3.05087 12.87086
C -23.00655 -4.41372 13.03284
C -21.53946 -4.73901 13.03222
O -20.68181 -3.86556 13.35434
N -21.17255 -5.94668 12.52440
N -19.83634 -6.08433 12.35006
C -19.33483 -7.38574 12.64206
S -20.36874 -8.36033 13.64357
C -19.13074 -9.64417 13.93582
C -18.23749 -9.79654 12.68794
S -18.09772 -8.23564 11.86484
H -24.71550 -7.09797 13.74919
H -26.08300 -5.74560 12.47078
H -26.50268 -3.30030 11.59391
H -24.70340 -1.62394 11.99259
H -22.57302 -2.31785 13.10485
H -19.72055 -10.57796 14.12004
H -18.54468 -9.40378 14.82100
H -18.63165 -10.54189 11.94360
H -17.21636 -10.14052 12.89695
N -17.31499 -4.98212 13.45690
S -15.90826 -4.51033 13.46530
N -15.59629 -2.95923 13.87121
S -15.82538 -1.60862 13.06043
N -16.66761 -1.39967 11.68620
S -18.09328 -1.74158 11.01405
N -19.02004 -2.88996 11.43066
C -17.77329 -1.78331 9.29583
C -16.51610 -2.05433 8.76880
C -16.25238 -1.77264 7.40695
C -17.31046 -1.36682 6.60143
C -18.60871 -1.26042 7.12699
C -18.86204 -1.51908 8.44724
C -19.04585 -0.17749 11.07632
C -20.31181 -0.19090 11.57572
C -21.06528 0.97688 11.56520
C -20.48297 2.14869 11.09836
C -19.19360 2.16309 10.55716
C -18.48820 0.98124 10.53641
C -14.13444 -1.16316 12.72828
C -13.23313 -1.32047 13.74940
C -11.88660 -1.01735 13.52778
C -11.45230 -0.57204 12.30605
C -12.37447 -0.35218 11.32667
C -13.74862 -0.61662 11.52401
C -16.23274 -0.46154 14.39701
C -16.16028 0.89487 14.07876
C -16.30636 1.85214 15.08783
C -16.44154 1.46943 16.39363
C -16.45354 0.10318 16.73507
C -16.33886 -0.87899 15.74493
C -15.01954 -5.30845 14.79269
C -14.14634 -6.37618 14.59821
C -13.22004 -6.69197 15.58242
C -13.31395 -6.07416 16.84289
C -14.34627 -5.19585 17.08531
C -15.28008 -4.89926 16.08112
C -14.95965 -4.86712 12.00504
C -13.60808 -4.46227 12.02861
C -12.85275 -4.55426 10.87726
C -13.44207 -5.00366 9.68616
C -14.74438 -5.42348 9.69826
C -15.52357 -5.33073 10.84559
H -15.68728 -2.40891 9.42006
H -15.24858 -1.95820 7.01612
H -17.11400 -0.99148 5.59337
H -19.44373 -1.00122 6.44807
H -19.84096 -1.47253 8.93127
H -20.79087 -1.10067 11.92772
H -22.12011 0.95199 11.83922
H -21.00493 3.08249 11.22697
H -18.86941 3.12430 10.11111
H -17.52193 1.00630 9.99893
H -13.57394 -1.62865 14.72221
H -11.19715 -1.21660 14.31087
H -10.39247 -0.42202 12.11436
H -12.12335 -0.05817 10.26115
H -14.45988 -0.36018 10.71718
H -16.00112 1.23308 13.06127
H -16.24034 2.89706 14.80730
H -16.57360 2.15979 17.19732
H -16.55292 -0.25324 17.77770
H -16.32828 -1.94356 15.93584
H -14.21317 -6.93825 13.71166
H -12.50500 -7.47382 15.40382
H -12.68363 -6.42100 17.62741
H -14.44254 -4.86665 18.08950
H -16.12480 -4.19682 16.24926
H -13.19923 -4.12092 12.97937
H -11.77652 -4.24910 10.90124
H -12.84164 -5.01532 8.75366
H -15.23068 -5.78550 8.82955
H -16.59070 -5.70009 10.84845
*
```

=====

(5)
The following is a quantum chemistry calculation of 2 unconnected molecules or ions with the total composition C2H7N2S3 in a non-equilibrium geometry, from the Open Molecules 2025 dataset.

Calculated values
ΔE to the lowest compared entry with this formula, charge and spin: 109.5 kcal/mol
Energy: -37660.9009 eV
Orbital gap (alpha / beta): 5.27 / 8.62 eV
Largest force on an atom: 0.0630 hartree/bohr
HOMO (alpha / beta): -11.7368 / -13.2678 eV

```
! RIJCOSX wB97M-V def2-TZVPD def2/J DEFGRID3
* xyz 1 1
C -1.21462 -0.00407 0.23632
C 2.00060 -1.23711 0.43200
N 1.47654 0.08030 0.51501
N -1.96464 0.98164 0.49251
S -1.26950 -1.55556 -0.35833
S 2.31649 1.26697 -0.07146
S -3.79589 0.93929 0.18103
H 2.90508 -1.41184 -0.11246
H 2.20737 -1.76631 1.32273
H 1.14490 -1.72591 -0.00898
H -1.60130 1.78500 0.93447
H -2.56550 -1.86977 -0.33412
H 1.20104 2.20462 0.25875
H -3.68718 0.88733 -1.26585
*
```

=====

(6)
The following is a quantum chemistry calculation of a molecular structure, C4HF9NO in a non-equilibrium geometry, from the Open Molecules 2025 dataset.

Calculated values
ΔE to the lowest compared entry with this formula, charge and spin: 3.2 kcal/mol
Energy: -32158.1821 eV
Orbital gap (alpha / beta): 7.52 / 7.52 eV
Largest force on an atom: 0.0503 hartree/bohr
HOMO (alpha / beta): -3.5393 / -3.5384 eV

```
! RIJCOSX wB97M-V def2-TZVPD def2/J DEFGRID3
* xyz -1 1
C 0.11644 0.02696 -0.09858
C -0.76215 -1.20542 0.29289
C -0.88664 1.07811 -0.48273
C 0.94090 0.32887 1.14791
N 1.37242 -0.62709 -1.41023
O 2.04768 0.34864 -1.86780
F -1.34064 -1.79682 -0.74145
F -0.01374 -2.10924 0.91549
F -1.81613 -0.88127 1.05812
F -1.49672 1.58331 0.63612
F -1.90509 0.58171 -1.22461
F -0.34802 2.13103 -1.06763
F 2.07130 -0.32898 1.24960
F 0.26013 0.13729 2.31214
F 1.33569 1.59609 1.34078
H 0.42458 -0.86320 -2.06003
*
```

=====

(7)
The following is a quantum chemistry calculation of a molecular structure, C30H32N4O6ReSi in a non-equilibrium geometry, from the Open Molecules 2025 dataset.

Calculated values
ΔE to the lowest compared entry with this formula, charge and spin: 73.6 kcal/mol
Energy: -59865.3672 eV
Orbital gap (alpha / beta): 5.34 / 5.46 eV
Largest force on an atom: 0.0579 hartree/bohr
HOMO (alpha / beta): -13.3279 / -13.2950 eV

```
! RIJCOSX wB97M-V def2-TZVPD def2/J DEFGRID3
* xyz 2 2
Re 0.51203 -0.61784 -0.38235
O 2.29053 -0.31314 -1.39385
C 3.06393 0.66396 -1.54095
C 2.86773 1.96756 -1.04335
C 3.88183 2.93826 -1.17065
C 3.65123 4.22166 -0.75515
C 2.41513 4.59316 -0.19435
C 1.42003 3.67226 -0.04045
C 1.59883 2.32496 -0.45725
O 0.62243 1.50876 -0.33875
N 4.69893 5.22426 -0.90545
O 5.76903 4.82546 -1.29185
O 4.40953 6.35846 -0.62455
H 3.97733 0.47746 -2.11665
H 4.83853 2.67976 -1.60135
H 2.27383 5.62176 0.10225
H 0.47263 3.93676 0.40295
C -3.29757 -3.14374 0.40345
C -2.10247 -2.78034 -0.41745
O -1.40477 -1.81784 -0.06565
N -1.81747 -3.51564 -1.49375
C -0.67667 -3.20444 -2.34305
C 0.63183 -3.56314 -1.67265
C 1.22143 -4.79724 -1.91985
C 2.43873 -5.11064 -1.33485
C 3.01713 -4.18174 -0.48265
C 2.35373 -2.98994 -0.25795
N 1.18593 -2.67604 -0.83025
H -3.82307 -2.23214 0.67925
H -2.95817 -3.61124 1.32715
H -3.97017 -3.82124 -0.10845
H -2.40007 -4.30344 -1.73435
H -0.68577 -2.12674 -2.56625
H -0.77977 -3.76054 -3.27465
H 0.74003 -5.50184 -2.58115
H 2.92033 -6.05194 -1.54605
H 3.96043 -4.37974 0.00105
H 2.76773 -2.24904 0.41075
C 2.67963 -0.16964 2.30345
Si 0.93403 -0.78464 2.79965
C 0.73623 -0.23704 4.61435
C 0.73003 -2.67934 2.61465
N -0.19037 -0.18604 1.48965
C -1.35737 0.46216 1.68375
C -1.89057 0.61286 2.98495
C -3.03827 1.31616 3.24685
C -3.74677 1.90906 2.20555
C -3.30807 1.73596 0.90845
C -2.15297 1.01346 0.61865
O -1.82287 0.71996 -0.67405
C -2.35107 1.49236 -1.69805
C -2.38227 2.88696 -1.64555
C -3.02397 3.59546 -2.64375
C -3.61767 2.93086 -3.70815
C -3.52217 1.54916 -3.79545
C -2.89087 0.82716 -2.79895
H 3.41993 -0.94944 2.45065
H 2.98103 0.64886 2.94955
H 2.76053 0.18656 1.28065
H 1.67083 -0.45094 5.12945
H -0.03897 -0.78384 5.14485
H 0.54783 0.82786 4.72725
H 1.68583 -3.18394 2.53125
H 0.13263 -2.93024 1.74175
H 0.23693 -3.09754 3.48535
H -1.38407 0.13016 3.79485
H -3.39807 1.39586 4.25985
H -4.64887 2.46646 2.39775
H -3.89627 2.13776 0.09735
H -1.92117 3.39906 -0.81365
H -3.07127 4.67066 -2.58015
H -4.14057 3.48896 -4.46815
H -3.96357 1.03476 -4.63425
H -2.84207 -0.25084 -2.84125
*
```